A structure of composition C6H5NO3 in a non-equilibrium geometry, computed with wB97M-V/def2-TZVPD.

```
15
Properties=species:S:1:pos:R:3:forces:R:3:mulliken_charge:R:1
C -0.080 0.574 0.283 -0.064 1.375 -0.898 0.1283
C -0.768 1.902 -0.023 1.284 -2.400 0.756 0.3092
C 1.241 0.898 0.070 -1.677 -0.064 0.778 0.3230
C -3.842 0.220 -0.335 0.731 -1.047 0.632 0.0789
C -1.486 0.757 0.455 -1.688 -0.114 -1.373 0.0257
C 2.422 0.040 0.261 0.688 -2.070 2.004 -1.1012
N 0.107 2.796 -0.239 -0.497 2.030 -1.155 -0.4512
O -4.192 0.638 0.720 -0.111 1.603 2.120 -0.5132
O 1.348 2.216 -0.265 0.318 -1.138 0.683 -0.1090
O -2.640 0.014 -0.779 2.867 1.532 1.643 -0.4038
H -4.584 -0.228 -0.897 -1.519 -0.929 -2.381 0.4495
H -2.109 0.818 1.352 0.277 -0.630 -0.348 0.3467
H 3.151 0.246 1.103 -0.896 0.907 -0.991 0.3127
H 2.014 -0.933 0.716 0.523 1.063 -1.409 0.3029
H 3.026 -0.124 -0.630 -0.237 -0.117 -0.061 0.3014
```
Positions in Å, forces in eV/Å.

Electronic energy = -13928.45750 eV
Charge = 0
Energy relative to the best compared isomer or geometry (same formula, charge and spin) = 729.3 kJ/mol